{"formula": "C46H45N3O24P2S2", "method": "wB97M-V/def2-TZVPD", "energy_ev": -142269.122, "lumo_energy_ev": -2.194, "multiplicity": 1, "largest_force_ev_per_a": 8.2, "total_charge": 0, "homo_lumo_gap_ha": 0.22685, "species": ["C", "C", "C", "O", "C", "C", "C", "P", "S", "C", "P", "O", "C", "S", "C", "O", "O", "C", "N", "C", "N", "C", "C", "C", "C", "N", "C", "H", "H", "H", "H", "H", "H", "H", "H", "H", "H", "H", "H", "H", "H", "H", "H", "H", "H", "H", "H", "H", "H", "H", "H", "H", "O", "C", "C", "C", "O", "C", "O", "C", "C", "O", "H", "H", "H", "H", "O", "C", "C", "C", "O", "C", "O", "C", "C", "O", "H", "H", "H", "H", "O", "C", "C", "C", "O", "C", "O", "C", "C", "O", "H", "H", "H", "H", "O", "C", "C", "C", "O", "C", "O", "C", "C", "O", "H", "H", "H", "H", "O", "C", "C", "C", "O", "C", "O", "C", "C", "O", "H", "H", "H", "H"], "positions_angstrom": [[-1.382088, -3.011303, -2.010664], [-1.182414, -2.050599, -3.363359], [0.370508, -1.528819, -3.476604], [0.533207, -0.068524, -3.372352], [1.938579, 0.345935, -3.569877], [2.863079, 0.152032, -2.189805], [3.905365, -1.110676, -2.142775], [4.084392, -2.312514, -3.665856], [2.952409, -3.891778, -3.538132], [4.787573, -1.305632, -0.753664], [5.981933, -2.837177, -0.693672], [5.293073, -4.179759, -1.201818], [4.630103, -0.232008, 0.519343], [5.723318, -0.560750, 2.003308], [7.578481, -0.693870, 1.564292], [5.642346, 0.494311, 3.131688], [5.202886, -1.908741, 2.639233], [3.540673, 1.023125, 0.388187], [3.413086, 1.923553, 1.584612], [2.434278, 3.045941, 1.389808], [2.260324, 4.025350, 2.559582], [1.577417, 3.200043, 0.015915], [0.493756, 4.473290, -0.037786], [1.377277, 5.849380, -0.225394], [2.159770, 5.855258, -1.694176], [1.611287, 2.317347, -1.199827], [2.643176, 1.252095, -0.949717], [-2.528817, -3.092253, -1.695732], [-1.046691, -4.137372, -2.216346], [-0.773450, -2.600104, -1.078253], [-1.968817, -1.177077, -3.327822], [-1.432468, -2.752796, -4.291956], [0.954571, -1.992005, -2.547325], [0.809281, -1.973585, -4.489233], [2.447558, -0.093234, -4.527531], [1.904000, 1.527853, -3.734280], [3.964833, -1.609017, -4.938744], [5.470697, -2.781179, -3.613034], [6.422876, -3.124932, 0.678330], [7.223611, -2.529570, -1.416153], [8.019122, -1.765709, 1.851167], [8.210215, 0.188920, 2.029822], [7.682995, -0.594888, 0.396044], [2.564996, 3.534792, 3.438214], [1.250984, 4.266643, 2.705756], [-0.193886, 4.360604, -0.979810], [-0.129646, 4.478569, 0.979892], [0.701829, 6.828607, -0.206971], [2.199389, 6.003518, 0.598772], [2.084588, 4.795379, -2.231750], [3.283242, 6.141460, -1.532542], [1.688138, 6.695810, -2.377897], [-2.367350, 4.408749, 5.360276], [-2.960955, 3.763096, 4.503669], [-4.200246, 3.025477, 4.794662], [-4.812821, 2.318434, 3.843091], [-5.979325, 1.625071, 4.109004], [-4.266636, 2.247058, 2.460079], [-4.842031, 1.573960, 1.611541], [-3.040857, 3.003950, 2.162653], [-2.430016, 3.713876, 3.113233], [-1.278946, 4.429971, 2.840527], [-4.585002, 3.084228, 5.804735], [-6.225186, 1.193547, 3.261750], [-2.664625, 2.957592, 1.148444], [-1.029862, 4.856517, 3.689227], [-5.594384, 3.334852, 7.930459], [-5.590853, 4.148349, 8.847640], [-6.597249, 5.216284, 8.953859], [-6.555127, 6.096221, 9.956146], [-7.499388, 7.100728, 10.063544], [-5.492401, 6.032846, 10.996689], [-5.469031, 6.866881, 11.895577], [-4.500253, 4.950725, 10.904295], [-4.544243, 4.068580, 9.903992], [-3.616677, 3.047171, 9.811980], [-7.362804, 5.252016, 8.189408], [-7.252665, 7.605627, 10.868967], [-3.743717, 4.905821, 11.677572], [-3.859864, 2.546021, 9.003286], [-1.332357, -3.808294, 0.723173], [-1.740970, -4.892381, 1.124176], [-3.173388, -5.225891, 1.163506], [-3.586036, -6.409314, 1.621627], [-4.930563, -6.730341, 1.658834], [-2.618345, -7.429474, 2.110482], [-3.029001, -8.501142, 2.542973], [-1.184735, -7.105685, 2.048801], [-0.771673, -5.923620, 1.587473], [0.574317, -5.613127, 1.524036], [-3.866010, -4.474194, 0.807185], [-4.971767, -7.638225, 2.031057], [-0.491221, -7.863562, 2.390826], [0.615096, -4.703040, 1.157490], [-7.483176, -4.211561, -6.904305], [-6.712889, -4.253050, -5.951442], [-5.992201, -5.479898, -5.577207], [-5.173334, -5.495699, -4.523714], [-4.490800, -6.644537, -4.168026], [-4.961998, -4.280470, -3.690233], [-4.217351, -4.330835, -2.717032], [-5.663693, -3.047250, -4.078402], [-6.479946, -3.030320, -5.133943], [-7.140893, -1.874245, -5.506447], [-6.156840, -6.356582, -6.190442], [-3.966142, -6.401072, -3.374326], [-5.486979, -2.166382, -3.474115], [-7.670126, -2.119352, -6.296456], [6.499641, -0.654394, -4.236742], [6.829308, -0.145004, -5.302036], [6.353290, 1.183627, -5.717664], [6.717933, 1.702496, -6.891740], [6.276445, 2.951789, -7.287404], [7.612247, 0.959380, -7.821317], [7.915145, 1.454466, -8.901734], [8.107765, -0.358611, -7.395589], [7.746010, -0.876175, -6.220012], [8.209814, -2.113291, -5.811904], [5.701931, 1.711856, -5.033234], [6.676195, 3.101673, -8.171845], [8.771633, -0.880158, -8.073518], [7.805235, -2.265694, -4.930219]], "forces_ev_per_angstrom": [[-0.318, -0.057, 0.128], [-0.274, -0.772, 0.478], [0.090, -1.493, 0.597], [1.825, -0.838, -0.908], [0.020, 1.689, 0.968], [1.653, -1.542, 1.105], [-0.976, 4.177, 3.172], [0.214, -1.099, 1.199], [0.002, 0.557, -0.317], [-1.857, 3.497, 0.554], [-2.282, -4.148, -0.596], [2.119, 4.493, 1.062], [-1.686, -0.594, -5.114], [-2.169, -1.359, 7.226], [1.238, -0.272, -1.641], [0.521, -2.281, -4.578], [2.161, 3.890, -3.453], [-0.260, 0.550, 0.189], [-3.629, 1.999, -4.423], [1.164, -2.805, -0.677], [-0.384, -3.026, -1.744], [-0.450, -0.859, -1.216], [1.310, -0.342, 0.263], [0.397, 0.711, -0.666], [-0.221, 0.176, 0.086], [3.981, 0.269, 7.119], [1.004, -2.234, -0.835], [2.627, 0.376, -0.771], [-0.481, 2.536, 0.355], [-1.306, -0.801, -2.249], [1.750, -1.574, -0.129], [0.555, 1.755, 1.851], [-1.107, 0.752, -2.184], [-0.627, 1.220, 2.135], [-1.016, 0.394, 1.957], [-0.075, -2.639, 0.399], [0.289, -0.002, 1.247], [-1.035, 0.977, 0.001], [-0.381, 1.048, -1.104], [-1.079, 0.248, 0.538], [-1.386, 2.470, -0.301], [-1.807, -1.850, -0.658], [-0.290, -0.153, 2.199], [-0.080, 0.490, -1.338], [1.181, -0.352, -0.626], [1.313, -0.027, 1.940], [1.363, -0.004, -2.483], [1.187, -2.321, 0.138], [-1.812, -0.607, -1.393], [0.194, 2.388, 1.163], [-2.118, -0.683, -0.386], [0.945, -1.903, 1.282], [-0.094, -0.290, -0.801], [-0.233, 0.156, 1.004], [0.377, 0.270, 0.115], [-1.547, -0.764, 0.842], [1.570, 0.685, -1.134], [-0.135, -0.425, -1.053], [0.295, 0.513, 0.861], [-0.078, -0.074, -0.074], [1.068, 0.448, -0.881], [-1.135, -0.508, 1.178], [-0.013, -0.004, -0.028], [0.100, 0.161, 0.354], [-0.025, -0.029, 0.040], [-0.219, -0.121, -0.238], [0.261, 0.370, 0.665], [-0.603, -0.103, -0.758], [0.177, -0.356, -0.212], [-1.530, 1.175, -0.313], [1.634, -1.092, 0.502], [0.624, 0.263, 0.956], [-0.289, -0.490, -0.798], [-0.152, 0.309, 0.163], [1.478, -1.187, 0.330], [-1.597, 1.102, -0.548], [0.047, -0.003, 0.039], [-0.092, -0.198, -0.323], [-0.048, 0.012, -0.056], [0.125, 0.205, 0.336], [-0.080, -1.002, 0.725], [-0.340, 0.940, -0.410], [0.252, 0.230, -0.075], [-1.809, 0.114, -0.183], [1.865, -0.309, 0.262], [0.496, -0.906, 0.394], [-0.054, 0.809, -0.359], [-0.368, -0.289, 0.104], [2.053, -0.017, 0.069], [-2.113, 0.261, -0.180], [0.041, -0.033, -0.002], [0.038, 0.372, -0.141], [-0.050, 0.055, -0.015], [0.056, -0.353, 0.121], [0.487, 0.286, 0.719], [-0.359, -0.680, -0.773], [-0.255, 0.211, -0.224], [0.698, -1.797, 0.040], [-0.586, 1.917, 0.144], [0.374, 0.675, 0.765], [-0.609, -0.345, -0.758], [0.241, -0.195, 0.239], [-0.625, 1.784, -0.069], [0.526, -1.907, -0.108], [0.001, 0.052, 0.038], [-0.205, -0.101, -0.316], [-0.006, -0.056, -0.030], [0.210, 0.089, 0.321], [0.479, 0.128, -0.606], [-0.490, 0.495, 0.538], [-0.028, -0.426, 0.354], [-0.908, 1.851, -0.129], [1.019, -1.850, -0.094], [0.675, -0.215, -1.020], [-0.416, -0.132, 0.953], [-0.028, 0.267, -0.229], [0.902, -1.651, 0.083], [-1.045, 1.700, 0.165], [0.026, -0.020, -0.020], [-0.163, -0.053, 0.333], [-0.053, 0.032, 0.039], [0.190, 0.016, -0.390]]}